Record 1
C16H18Br2N2O2 | wB97M-V/def2-TZVPD

```
! RIJCOSX wB97M-V def2-TZVPD def2/J DEFGRID3
* xyz 0 1
C 6.4298 -1.2374 1.5007
C 5.6032 -1.0506 0.2296
C 5.7804 0.3518 -0.3659
C 5.0738 1.4142 0.4826
N 3.6696 1.1466 0.6999
C 2.7340 1.6857 -0.2426
C 2.5559 1.0114 -1.6235
C 1.0828 0.7407 -1.7646
O 0.4862 0.3221 -2.7165
N 0.4789 1.0862 -0.5585
C -0.8901 0.8445 -0.3052
C -1.7827 1.8984 -0.1693
C -3.1225 1.6550 0.0676
C -3.5667 0.3454 0.1595
Br -5.4063 -0.0006 0.4673
C -2.6934 -0.7230 0.0407
C -1.3533 -0.4638 -0.1830
Br -0.1321 -1.9077 -0.2773
C 1.3314 1.6688 0.3668
O 0.9852 2.0781 1.4379
C 3.4366 -0.1766 1.2423
C 4.1140 -1.3221 0.4775
H 6.3364 -2.2599 1.8596
H 6.1038 -0.5691 2.2919
H 7.4807 -1.0420 1.2984
H 5.9651 -1.7805 -0.5052
H 5.3775 0.3683 -1.3809
H 6.8425 0.5946 -0.4295
H 5.5493 1.4629 1.4675
H 5.1781 2.3961 0.0158
H 3.0010 2.7421 -0.3793
H 2.9008 1.6274 -2.4539
H 3.0808 0.0582 -1.6797
H -1.4163 2.9099 -0.2457
H -3.8165 2.4735 0.1750
H -3.0467 -1.7388 0.1291
H 3.8138 -0.1647 2.2704
H 2.3617 -0.3579 1.2939
H 3.6102 -1.4869 -0.4773
H 3.9973 -2.2391 1.0568
*
```

Results
SMILES = CC1CCN([C@H]2CC(=O)N(c3ccc(Br)cc3Br)C2=O)CC1
Gap between HOMO and LUMO = 9.052 eV

***

Record 2
C3H3O3Tm | wB97M-V/def2-TZVPD

```
! RIJCOSX wB97M-V def2-TZVPD def2/J DEFGRID3
* xyz 3 4
O 2.7864 -3.2235 -0.7054
C 2.8766 -2.0794 -0.6931
O 2.6917 -0.9310 -0.5505
Tm 1.5967 1.0989 -0.0122
C -0.6730 0.9085 0.9087
C -1.9384 0.9894 0.3368
H -0.6790 1.1360 1.9849
H -2.6977 1.6749 0.7346
O -2.3428 0.3589 -0.7109
H -1.6204 0.0673 -1.2929
*
```

Results
Gap between HOMO and LUMO (spin up / spin down) = 7.829 / 7.182 eV

***

Record 3
C18H42NO6 | wB97M-V/def2-TZVPD

```
! RIJCOSX wB97M-V def2-TZVPD def2/J DEFGRID3
* xyz -1 1
C 2.6705 5.6602 -4.3324
C 2.9037 4.1957 -4.7358
C 1.6290 3.3512 -4.8710
C 0.8913 2.9599 -3.5671
C 1.2519 3.6306 -2.2392
C 2.5858 3.1504 -1.5591
N 2.8312 1.7425 -1.5885
H 1.6099 5.9222 -4.3956
H 3.2033 6.3479 -4.9970
H 2.9904 5.8688 -3.3109
H 3.5547 3.7084 -4.0062
H 3.4313 4.1631 -5.6948
H 1.9076 2.4285 -5.3909
H 0.9434 3.8806 -5.5465
H 1.0391 1.8876 -3.3998
H -0.1831 3.1077 -3.7355
H 1.2123 4.7260 -2.3239
H 0.4602 3.3582 -1.5312
H 3.4039 3.8268 -1.9102
H 2.4542 3.4363 -0.4978
H 3.1333 1.4831 -2.5313
C 0.8414 0.6732 1.1029
O 0.0138 -0.0890 0.2420
C -0.1060 0.5862 -1.0114
C -0.6401 -0.3368 -2.0859
O 0.3260 -1.1721 -2.7187
C 0.9545 -2.1561 -1.9296
C 0.1830 -3.4567 -1.8120
O -0.9034 -3.3102 -0.9195
C -1.7718 -4.4096 -0.9471
H 0.3825 1.6461 1.3298
H 0.9588 0.1135 2.0332
H 1.8164 0.8654 0.6409
H 0.8788 1.0068 -1.3008
H -0.8202 1.4183 -0.8986
H -1.0179 0.2852 -2.8986
H -1.4681 -0.9295 -1.6796
H 1.1813 -1.7772 -0.9300
H 1.8997 -2.3773 -2.4308
H 0.8689 -4.2369 -1.4454
H -0.1890 -3.7694 -2.7983
H -2.2175 -4.5462 -1.9414
H -2.5664 -4.2238 -0.2257
H -1.2583 -5.3429 -0.6752
C 0.7278 -3.9868 2.9154
O -0.1759 -2.9835 3.2985
C -1.1184 -2.7181 2.2658
C -2.1955 -1.7827 2.7524
O -3.1888 -2.4145 3.5624
C -2.8577 -2.5591 4.9288
C -3.1824 -1.3348 5.7589
O -2.1987 -0.3388 5.5806
C -2.5910 0.9055 6.1018
H 1.2781 -3.7070 2.0084
H 1.4360 -4.1250 3.7314
H 0.2126 -4.9367 2.7185
H -1.5746 -3.6612 1.9326
H -0.6296 -2.2630 1.3995
H -2.7191 -1.4041 1.8740
H -1.7451 -0.9395 3.2798
H -1.8044 -2.8226 5.0569
H -3.4755 -3.3804 5.3020
H -3.2389 -1.6234 6.8203
H -4.1684 -0.9516 5.4609
H -3.4948 1.2795 5.6059
H -1.7748 1.6041 5.9300
H -2.7908 0.8470 7.1801
*
```

Results
Gap between HOMO and LUMO = 4.461 eV

***

Record 4
C5H8O | wB97M-V/def2-TZVPD

```
! RIJCOSX wB97M-V def2-TZVPD def2/J DEFGRID3
* xyz 0 1
O -1.3590 -1.8826 0.8615
C -0.1097 -1.4971 1.2354
C -0.0970 -0.4918 0.1966
C -0.8777 0.7744 0.0607
C 0.2907 1.3642 -0.7777
C 0.8756 -0.0762 -0.8933
H 0.6644 -2.2735 1.1359
H 0.0370 -0.9461 2.1686
H -1.7715 0.5891 -0.5421
H -1.1724 1.2702 0.9880
H 0.0297 1.8489 -1.7249
H 0.9149 2.0551 -0.2005
H 0.6082 -0.5531 -1.8314
H 1.9541 -0.2197 -0.7142
*
```

Results
Gap between HOMO and LUMO (spin up / spin down) = 8.726 / 8.749 eV

***

Record 5
C4H13N2S | wB97M-V/def2-TZVPD

```
! RIJCOSX wB97M-V def2-TZVPD def2/J DEFGRID3
* xyz 1 1
C -0.6485 1.5568 0.8437
C 1.8471 0.2194 1.3570
C -0.7890 -1.3349 -0.1582
C 0.1966 1.0186 -0.2863
N 0.0101 1.4298 -1.5065
N 1.3456 0.4265 -0.0463
S -1.8240 -2.5501 -0.9566
H -1.6511 2.0502 0.3840
H -0.8562 0.9694 1.6716
H -0.0520 2.2872 1.2697
H 2.8819 0.7073 1.2797
H 1.2208 0.7764 1.9594
H 1.8400 -0.8886 1.5574
H 0.1298 -1.8010 -0.2657
H -0.9255 -1.2457 0.9112
H -0.8478 1.8795 -1.8772
H 0.5163 0.9551 -2.3147
H -2.3799 -3.4942 0.0751
H 1.9989 0.0587 -0.8011
H -3.1858 -2.2483 -1.1085
*
```

Results
Gap between HOMO and LUMO = 8.772 eV

***

In the order shown, the computed energy relative to the best compared isomer or geometry (same formula, charge and spin) values come out to 0.00, 45.06, 0.00, 399.31, 419.12 kJ/mol.
In the order shown, the computed energy values come out to -6028.555820, -1425.632777, -1217.067955, -270.405803, -667.520168 Eh.